ORCA calculation (the ωB97M-V functional and the def2-TZVPD basis) on a single C7H9IN2O molecule in a non-equilibrium geometry.

```
20
Properties=species:S:1:pos:R:3
H 2.523 -0.505 -1.409
O 3.158 0.555 0.277
C 1.709 -1.424 0.563
C 0.849 0.829 -0.673
C -1.392 -0.669 -0.383
H -1.147 1.502 0.063
C 2.072 -0.192 -0.386
H 0.682 0.866 -1.813
I -4.530 -1.199 -0.749
H -0.900 -1.709 -0.217
C -2.792 -0.719 0.470
N 1.330 -2.434 1.124
H 3.214 0.183 1.189
N 1.881 3.390 -0.017
C -0.486 0.551 0.178
H -0.322 0.419 1.303
H -2.905 0.298 0.985
H -1.646 -0.503 -1.489
H -2.705 -1.546 1.267
C 1.406 2.308 -0.283
```

**HOMO**: -0.3581 Eh
**Largest force on an atom**: 6.9 eV Å⁻¹
**Gap between HOMO and LUMO**: 9.84 eV
**SMILES string**: N#C[C@H](CCCI)[C@@H](O)C#N
**Energy above the lowest of the compared OMol25 structures with the same formula, charge and spin**: 53.1 kcal/mol